The following is a DFT calculation (wB97M-V/def2-TZVPD) of an isolated molecule of C12H22N2O.

Calculated values
relative energy (zero: lowest compared OMol25 entry of this formula, charge and spin): 0.0 kJ/mol
SMILES: CC(=O)N[C@H]1CCC[C@H]2CN(C)CC[C@@H]21

The geometry in ORCA input format:
```
! wB97M-V def2-TZVPD RIJCOSX def2/J DEFGRID3
* xyz 0 1
O 2.2704 -2.2013 1.3371
C 2.6050 -2.0081 0.1804
N -2.9538 -0.0111 0.6658
N 1.9943 -1.0160 -0.5922
C 3.5358 -2.9336 -0.5302
C -2.9745 0.0203 2.1515
C -2.4086 -1.2444 0.0822
C 1.0312 2.2321 -1.2987
C -2.4486 1.2073 0.0137
C -0.4090 2.4819 -0.8121
C -0.8683 -1.2368 0.2369
C 1.8785 1.4442 -0.2844
C -0.9308 1.3217 0.0686
C -0.2265 0.0158 -0.3798
C 1.2582 0.0763 0.0435
H 2.3949 -0.8639 -1.5143
H 4.4862 -2.3923 -0.7528
H 3.7460 -3.7891 0.0749
H 3.0741 -3.2127 -1.4674
H -3.4174 -0.8970 2.5546
H -1.9823 0.0800 2.5459
H -3.5666 0.8757 2.5260
H -2.6829 -1.3089 -0.9718
H -2.8411 -2.1209 0.5624
H 0.9748 1.6908 -2.2620
H 1.5459 3.1803 -1.4363
H -2.7347 1.2140 -1.0027
H -2.8844 2.1011 0.4914
H -0.4646 3.3893 -0.2522
H -1.0274 2.6071 -1.7103
H -0.5975 -1.3724 1.2764
H -0.5002 -2.1347 -0.3200
H 2.8928 1.3372 -0.6427
H 1.9166 2.0488 0.6227
H -0.7109 1.5437 1.1332
H -0.2806 -0.0529 -1.4597
H 1.3062 -0.0717 1.1222
*
```